{"formula": "C66H174N10O26", "method": "wB97M-V/def2-TZVPD", "species": ["C", "O", "H", "H", "H", "H", "C", "O", "H", "H", "H", "H", "C", "O", "H", "H", "H", "H", "C", "O", "H", "H", "H", "H", "C", "O", "H", "H", "H", "H", "C", "O", "H", "H", "H", "H", "C", "O", "C", "C", "N", "C", "C", "O", "C", "H", "H", "H", "H", "H", "H", "H", "H", "H", "H", "H", "H", "H", "H", "H", "C", "O", "C", "C", "N", "C", "C", "O", "C", "H", "H", "H", "H", "H", "H", "H", "H", "H", "H", "H", "H", "H", "H", "H", "C", "O", "C", "C", "N", "C", "C", "O", "C", "H", "H", "H", "H", "H", "H", "H", "H", "H", "H", "H", "H", "H", "H", "H", "C", "O", "C", "C", "N", "C", "C", "O", "C", "H", "H", "H", "H", "H", "H", "H", "H", "H", "H", "H", "H", "H", "H", "H", "C", "O", "C", "C", "N", "C", "C", "O", "C", "H", "H", "H", "H", "H", "H", "H", "H", "H", "H", "H", "H", "H", "H", "H", "C", "O", "C", "C", "N", "C", "C", "O", "C", "H", "H", "H", "H", "H", "H", "H", "H", "H", "H", "H", "H", "H", "H", "H", "C", "O", "C", "C", "N", "C", "C", "O", "C", "H", "H", "H", "H", "H", "H", "H", "H", "H", "H", "H", "H", "H", "H", "H", "C", "O", "C", "C", "N", "C", "C", "O", "C", "H", "H", "H", "H", "H", "H", "H", "H", "H", "H", "H", "H", "H", "H", "H", "C", "O", "C", "C", "N", "C", "C", "O", "C", "H", "H", "H", "H", "H", "H", "H", "H", "H", "H", "H", "H", "H", "H", "H", "C", "O", "C", "C", "N", "C", "C", "O", "C", "H", "H", "H", "H", "H", "H", "H", "H", "H", "H", "H", "H", "H", "H", "H"], "positions_angstrom": [[5.429859, 0.259352, 1.100839], [4.672025, 0.704563, -0.019171], [5.390046, -0.826522, 1.198586], [6.477871, 0.396965, 0.737878], [5.364571, 0.709084, 2.067318], [3.813417, 0.202872, 0.042570], [-4.376075, -3.259905, 0.605851], [-3.538727, -2.571691, -0.328858], [-5.405804, -2.838271, 0.690283], [-4.411741, -4.298377, 0.250558], [-3.980216, -3.342985, 1.650408], [-2.920969, -2.020947, 0.150029], [0.919378, -0.252389, 4.243583], [1.739571, 0.923032, 4.062191], [0.373178, -0.468218, 3.341157], [1.464802, -1.170200, 4.421460], [0.290940, -0.124684, 5.076049], [2.611266, 0.618381, 4.339630], [-7.517237, 4.356062, -1.512445], [-6.971451, 4.201332, -2.878465], [-7.998803, 5.347681, -1.545130], [-8.202715, 3.557946, -1.198445], [-6.693924, 4.357142, -0.796060], [-7.271041, 3.315043, -3.152875], [6.215344, -4.149352, 0.495523], [4.816477, -3.974384, 0.435442], [6.707717, -3.758962, -0.393318], [6.584031, -3.478725, 1.325315], [6.624845, -5.176605, 0.588559], [4.395896, -4.684169, 0.926576], [-2.235601, -0.687262, 2.398690], [-1.817728, -1.074343, 1.127349], [-3.313508, -0.692110, 2.447276], [-1.870848, -1.354308, 3.173640], [-1.852348, 0.339140, 2.571832], [-1.289451, -0.292154, 0.766990], [-0.685407, -5.088835, 0.421362], [-0.283304, -5.102811, 1.795296], [0.533989, -4.037020, 2.112426], [0.806587, -4.035373, 3.574658], [-0.502396, -4.029362, 4.336919], [-0.261388, -4.457663, 5.697220], [-1.655601, -4.475402, 6.316726], [-1.592615, -5.019769, 7.716933], [-2.715563, -4.763262, 8.441260], [0.180515, -5.157328, -0.168824], [-1.350255, -4.209130, 0.213830], [-1.330702, -5.995552, 0.302572], [0.214074, -3.049952, 1.843576], [1.500512, -4.178915, 1.666516], [1.321604, -3.092889, 3.856801], [1.472191, -4.930728, 3.749317], [-1.085386, -4.701119, 3.846495], [0.321982, -3.734398, 6.203363], [0.346126, -5.370515, 5.832400], [-2.392916, -4.927418, 5.645855], [-1.794940, -3.389054, 6.409033], [-2.925860, -3.666639, 8.555170], [-2.521841, -5.124131, 9.453625], [-3.591930, -5.216979, 8.022567], [0.784914, 4.438683, -1.285279], [1.179716, 4.379118, 0.045116], [2.610232, 4.240405, 0.202232], [2.990398, 4.424520, 1.636353], [2.113670, 5.371718, 2.330675], [1.953032, 6.706542, 1.751707], [3.305615, 7.503632, 1.875779], [3.320331, 8.638170, 0.979304], [2.340232, 9.605651, 1.253117], [-0.274414, 4.261685, -1.441413], [1.368502, 3.779922, -1.961845], [1.073776, 5.348735, -1.832217], [3.021421, 5.064465, -0.410597], [3.105651, 3.401235, -0.270685], [4.071909, 4.609308, 1.702866], [2.844224, 3.515557, 2.272087], [1.217479, 4.918237, 2.295771], [1.075951, 7.190975, 2.214338], [1.793341, 6.594252, 0.643189], [4.151496, 6.921816, 1.628077], [3.418023, 7.914168, 2.895481], [1.392899, 9.307545, 0.789827], [2.656003, 10.609413, 1.006873], [2.215908, 9.613861, 2.379707], [2.691157, 4.068446, 5.823710], [3.039252, 3.284093, 6.953191], [1.981620, 2.363438, 7.363378], [2.650459, 1.225203, 8.110013], [3.251263, 0.222886, 7.221816], [4.540231, 0.649072, 6.635247], [5.125936, -0.438657, 5.778988], [4.106656, -0.655415, 4.801020], [4.350408, -1.834100, 4.052384], [2.750421, 3.481494, 4.879785], [3.294400, 4.946599, 5.722524], [1.681806, 4.463783, 5.894797], [1.541607, 1.987908, 6.500772], [1.248038, 2.961154, 7.926159], [1.935059, 0.649593, 8.758519], [3.385098, 1.671920, 8.814874], [2.629002, 0.060572, 6.484907], [5.216834, 0.939129, 7.483606], [4.372992, 1.586652, 6.055026], [5.291273, -1.364405, 6.305179], [6.077772, -0.250195, 5.352851], [5.431414, -1.811238, 3.804589], [3.744063, -1.836006, 3.150937], [4.197879, -2.744360, 4.615907], [1.272406, 2.116108, -4.624774], [2.185712, 1.824188, -3.648017], [3.439093, 1.722527, -4.292008], [4.492417, 1.304816, -3.261802], [4.487810, -0.169886, -3.004775], [5.665379, -0.883445, -2.550824], [5.981842, -2.206055, -3.310845], [4.957455, -3.156651, -3.007700], [5.307045, -4.426909, -3.517889], [1.301843, 1.366133, -5.419156], [1.391628, 3.125327, -5.066808], [0.330610, 2.175076, -4.110551], [3.721022, 2.670926, -4.808723], [3.517020, 0.990068, -5.069146], [4.424003, 1.887735, -2.328646], [5.426538, 1.655885, -3.695018], [3.779413, -0.337810, -2.332783], [5.711632, -1.158804, -1.497358], [6.563302, -0.261974, -2.675628], [7.006848, -2.608608, -3.074031], [6.026149, -2.008240, -4.392508], [4.409302, -5.035040, -3.755664], [5.983967, -5.024644, -2.843640], [5.814277, -4.280514, -4.493026], [-0.353626, -7.820601, -7.452015], [0.227202, -7.311793, -6.271917], [1.331198, -6.364578, -6.542812], [1.442518, -5.482265, -5.322983], [2.023684, -6.345554, -4.316532], [1.930004, -5.840819, -2.951587], [2.693566, -6.688070, -1.903168], [2.179252, -6.360211, -0.602391], [1.750453, -7.506911, 0.141022], [0.372147, -8.446994, -8.036720], [-0.711010, -6.965014, -8.021209], [-1.216349, -8.481076, -7.162143], [1.043222, -5.753239, -7.427939], [2.221532, -6.903773, -6.723918], [0.479213, -5.034930, -5.051597], [2.124855, -4.706547, -5.568767], [1.390463, -7.163833, -4.335580], [0.849619, -5.881207, -2.660225], [2.315259, -4.841015, -2.982480], [3.782889, -6.461060, -1.986962], [2.563534, -7.749803, -2.035957], [2.598002, -8.172241, 0.402213], [1.056104, -8.113188, -0.402347], [1.300149, -7.240674, 1.149599], [-1.805203, 4.785738, 1.250217], [-1.426519, 4.879184, 2.628073], [-1.138041, 3.628033, 3.172750], [-1.197200, 3.800629, 4.657599], [-1.107731, 2.499566, 5.313159], [-1.638051, 2.378905, 6.636295], [-1.782469, 0.931055, 7.067165], [-0.465495, 0.392795, 7.428810], [-0.429745, -1.000921, 7.418059], [-2.695332, 4.167414, 1.156398], [-1.028505, 4.255836, 0.670343], [-1.994501, 5.820472, 0.920370], [-0.168861, 3.213478, 2.829085], [-1.994479, 2.976776, 2.924722], [-2.143042, 4.284233, 4.975617], [-0.362988, 4.548174, 4.837233], [-0.236815, 2.010451, 5.174970], [-2.641367, 2.819332, 6.764265], [-1.041336, 2.861492, 7.421830], [-2.403481, 0.311984, 6.425854], [-2.370437, 0.978029, 8.031417], [-1.259601, -1.349780, 8.062633], [0.479644, -1.329082, 7.884251], [-0.576372, -1.416853, 6.419476], [-0.951842, -2.492753, -2.379521], [-0.043743, -2.615374, -3.429495], [0.526718, -1.348952, -3.915080], [1.448114, -1.572103, -5.142074], [0.650142, -1.776716, -6.314619], [1.454511, -2.261352, -7.418836], [0.573987, -2.747056, -8.573673], [-0.271975, -3.795850, -8.101975], [-1.502324, -3.814379, -8.707926], [-1.859039, -1.835549, -2.559842], [-0.455545, -2.251381, -1.443534], [-1.386314, -3.486545, -2.239488], [1.086391, -0.818166, -3.117909], [-0.290890, -0.706243, -4.279942], [2.114327, -2.441288, -4.859764], [2.068320, -0.703286, -5.275291], [-0.007240, -2.514784, -6.122530], [2.083863, -3.095608, -6.979181], [2.091055, -1.450110, -7.831516], [1.200581, -3.044044, -9.414144], [-0.037338, -1.886664, -8.819651], [-1.386458, -4.148668, -9.776683], [-1.962111, -2.810617, -8.773256], [-2.130308, -4.513226, -8.185709], [-3.820541, -0.630379, -4.483972], [-3.743924, 0.708546, -4.781155], [-3.405769, 1.082971, -6.139636], [-3.078702, 2.570807, -6.091578], [-2.013387, 2.931730, -5.175977], [-1.546619, 4.292788, -5.194247], [-2.524144, 5.282584, -4.467978], [-2.062033, 5.327004, -3.140315], [-2.804394, 6.259036, -2.339518], [-2.812853, -1.168051, -4.358100], [-4.380710, -1.228538, -5.250739], [-4.315914, -0.737318, -3.504777], [-4.218778, 0.851380, -6.840123], [-2.486235, 0.554901, -6.350603], [-4.035724, 3.051657, -5.942946], [-2.735041, 2.849042, -7.106651], [-2.268892, 2.655941, -4.219505], [-1.249413, 4.576580, -6.192093], [-0.588690, 4.301839, -4.610639], [-3.578152, 4.936527, -4.454694], [-2.615723, 6.233865, -4.930077], [-3.025143, 7.148070, -2.916182], [-2.152962, 6.521085, -1.543868], [-3.703178, 5.773918, -1.920002], [-3.445045, 2.959473, -1.555556], [-2.257876, 2.494966, -0.954539], [-1.867290, 1.226094, -1.476243], [-0.455485, 0.940243, -1.117921], [-0.309327, 1.111796, 0.335987], [1.055206, 0.957119, 0.810095], [1.595792, -0.475898, 0.674631], [1.970104, -0.803551, -0.643879], [2.566343, -2.110514, -0.711867], [-3.834155, 3.778127, -0.964497], [-4.184503, 2.153372, -1.655520], [-3.261003, 3.421690, -2.532443], [-1.943247, 1.161575, -2.602927], [-2.571454, 0.456743, -1.065684], [0.272455, 1.511922, -1.669830], [-0.255420, -0.099839, -1.332615], [-0.686622, 1.963290, 0.625344], [1.126093, 1.214408, 1.892742], [1.771131, 1.599845, 0.349694], [0.824459, -1.206762, 1.008179], [2.530623, -0.556327, 1.308066], [2.811312, -2.416462, -1.718408], [1.861314, -2.826282, -0.275887], [3.445076, -2.139070, -0.042892], [-7.962586, 0.516052, -2.107165], [-6.778640, 0.703050, -1.397145], [-6.381965, -0.426255, -0.631391], [-5.364089, 0.117523, 0.387437], [-5.948133, 1.232182, 1.140346], [-4.909247, 1.776783, 2.043367], [-5.389327, 3.001254, 2.803447], [-5.897263, 3.905829, 1.784279], [-6.474805, 5.120803, 2.328772], [-8.168877, -0.496967, -2.423070], [-8.060504, 1.198525, -2.949190], [-8.865407, 0.667308, -1.514779], [-5.842182, -1.164658, -1.253041], [-7.252868, -0.872602, -0.025722], [-4.428983, 0.328743, -0.109300], [-5.215651, -0.796022, 1.013688], [-6.258433, 1.893218, 0.466519], [-3.962268, 2.199856, 1.518302], [-4.578240, 0.990648, 2.746020], [-4.507479, 3.430708, 3.334569], [-6.206148, 2.881563, 3.573211], [-5.661583, 5.826222, 2.752206], [-7.086575, 4.911449, 3.224820], [-7.061341, 5.606834, 1.557388]], "atomic_forces_ev_per_a": [[2.51, -0.95, -2.07], [-1.86, -0.69, 1.24], [-0.45, -0.18, 0.20], [-0.46, 0.15, 0.62], [-0.82, 0.79, 0.51], [0.99, 0.99, -0.54], [0.26, -0.53, 0.19], [-1.16, -0.67, 0.13], [0.65, -0.25, -0.30], [-0.43, 0.18, 0.09], [0.06, 0.45, -0.77], [0.60, 0.65, 0.54], [0.82, 0.17, -0.93], [-0.28, -0.98, 0.22], [-0.55, 0.26, -0.36], [0.74, 0.02, 0.20], [-1.09, 0.31, 0.90], [0.50, 0.26, -0.07], [0.61, 0.65, -1.07], [-0.95, -1.10, 1.17], [-0.04, -0.53, 0.45], [0.01, 0.24, -0.42], [0.03, 0.08, -0.02], [0.47, 0.61, -0.05], [1.19, 1.03, 0.92], [0.02, -0.56, -0.31], [-0.43, 0.15, -0.36], [0.06, -0.97, -0.49], [-0.73, 0.37, 0.29], [-0.13, -0.08, -0.05], [0.21, 0.89, 0.44], [0.82, 0.07, -1.05], [-0.46, 0.12, 0.09], [0.26, -0.20, 0.16], [-0.38, -0.39, 0.38], [-0.27, -0.48, 0.23], [-2.39, -0.35, 1.34], [-1.01, -0.20, -0.31], [1.10, 0.28, 0.50], [-0.74, 0.02, 1.17], [2.24, -0.42, -1.11], [-0.94, -1.22, 0.02], [1.40, 0.49, 2.39], [1.25, 0.21, -3.40], [-0.61, 1.43, 1.36], [1.00, 0.11, -1.22], [0.80, -0.48, 0.01], [0.65, 0.64, -0.09], [-1.04, 0.48, -0.65], [0.80, 0.02, -0.79], [0.08, -0.77, -0.21], [-0.70, 0.69, 0.55], [-0.06, -0.07, 0.15], [0.58, 1.11, 0.53], [-0.57, -0.28, -0.35], [-0.09, -0.26, 0.52], [-1.01, -0.27, 0.04], [0.13, -0.52, -0.23], [-0.25, -0.19, -0.06], [-0.73, -0.45, -0.17], [1.01, -0.11, -2.25], [0.77, -1.21, 0.54], [-0.26, 1.74, -1.40], [-0.44, -0.77, 1.38], [0.48, 0.51, 0.51], [1.43, -0.46, -1.25], [-2.55, 1.79, 0.34], [0.74, -0.52, -0.25], [-0.32, -0.98, 2.11], [-0.09, -0.05, 0.36], [-0.41, -0.79, 0.67], [-0.33, 0.83, 0.79], [0.12, 0.18, 0.34], [-0.57, -0.97, 0.01], [-0.31, 0.41, 0.04], [0.14, 0.17, -0.88], [-0.47, 0.11, 0.25], [0.58, -0.08, -0.16], [-0.23, 0.51, 0.77], [0.77, -0.74, -0.34], [0.04, -0.38, -0.11], [-0.03, 0.43, 0.03], [0.20, 0.04, -0.60], [-0.32, 0.18, -0.94], [-0.65, -0.87, -0.45], [-0.25, -0.04, 0.06], [1.59, 1.61, 1.03], [-0.51, -0.47, 1.07], [1.91, 0.53, 1.40], [0.08, 1.17, 1.05], [-1.74, -0.18, 0.44], [0.05, -0.41, -0.52], [1.23, 0.62, -0.15], [-0.02, 0.23, 0.45], [0.86, 0.25, 0.21], [-0.45, -0.11, 0.12], [-1.10, -0.73, -1.63], [0.08, -0.44, 0.13], [0.29, 0.83, -0.61], [-0.13, -0.46, -0.55], [-1.14, -0.43, -1.19], [-0.45, -0.38, -0.76], [0.48, -0.58, 0.05], [-0.31, -0.48, 0.73], [0.93, 0.87, -0.86], [-0.46, -0.26, -0.43], [-0.04, 0.06, -0.05], [-0.36, -0.25, 0.41], [-1.48, 0.84, -0.43], [1.69, -0.33, -0.27], [1.41, 0.51, 1.60], [0.59, -0.17, 0.17], [0.10, 0.60, -0.62], [1.74, -0.36, -0.69], [-0.22, 0.59, 0.12], [0.62, -0.11, -0.10], [0.13, -0.60, -0.68], [-0.42, 0.03, -0.10], [0.41, -0.27, -0.02], [-0.82, -0.37, -0.22], [-0.24, -0.13, 0.65], [-0.68, -0.85, -0.60], [-0.37, -0.17, -0.16], [0.49, -0.56, -0.06], [-0.99, -0.14, 0.43], [-0.62, 0.21, 0.28], [-0.13, 0.09, -0.15], [-0.82, 0.33, 0.34], [-0.32, -0.07, 0.00], [0.36, 0.47, 0.43], [-0.53, 0.67, -0.41], [-0.01, -0.26, 0.37], [-0.03, -0.85, 0.34], [1.04, 0.50, -0.05], [-3.08, 0.61, -0.45], [0.13, -0.98, -0.32], [-0.46, -1.32, 0.84], [-0.99, -1.06, 0.17], [0.18, 0.92, -0.19], [0.03, -0.35, 0.47], [0.86, 0.26, 1.48], [-0.54, 0.59, 0.27], [-0.15, -0.14, -0.54], [0.80, 0.69, -0.23], [0.22, -0.39, 0.44], [1.09, -0.62, -0.18], [-0.07, -0.07, -0.02], [0.70, 0.97, -0.04], [0.81, 0.23, -0.03], [0.66, 0.62, 0.18], [-0.05, 0.77, 0.46], [-0.64, -0.17, 0.36], [-0.10, -0.46, -0.51], [-0.07, 0.31, -0.27], [-0.70, -0.24, -0.51], [0.39, 0.28, -1.46], [0.45, -0.02, 0.45], [0.30, 0.67, -0.94], [-1.50, -0.34, -0.12], [1.17, 0.45, 0.80], [-0.53, 0.53, -0.57], [-0.05, -0.55, 0.63], [0.24, 0.40, 2.52], [-0.90, 1.06, -1.29], [-1.44, -0.23, 0.78], [-0.44, 0.08, 0.01], [-0.17, 0.62, 0.11], [0.17, -0.57, -0.12], [-0.32, 0.00, 0.05], [0.50, -0.47, -0.31], [0.44, -0.28, -0.39], [-0.67, -0.69, 0.63], [0.21, 0.18, 0.10], [0.23, 0.02, -0.64], [0.20, 0.11, 0.00], [0.54, -0.25, -0.66], [0.48, -0.20, -0.64], [0.20, -0.32, -0.22], [0.63, -0.15, -0.06], [0.16, -0.14, -0.09], [-1.31, -0.32, 0.13], [1.04, 1.23, -1.38], [-0.06, -0.17, -0.03], [-0.48, -1.03, 2.03], [-0.16, 0.03, -0.69], [0.54, -0.79, 0.07], [0.25, 0.14, 1.36], [1.42, 0.50, 0.62], [-0.50, 0.13, -2.14], [1.21, -0.25, 0.06], [0.06, 0.42, 0.26], [0.06, 0.00, 0.00], [-0.30, -0.41, -0.20], [-0.01, -0.02, 0.36], [-0.31, 0.60, -0.47], [0.37, 0.35, 0.07], [-0.42, -0.22, 0.17], [-0.10, 0.65, -1.06], [-0.10, -0.47, 0.41], [-0.15, -0.20, -0.20], [-0.27, 0.19, -0.46], [-0.31, 0.07, 0.66], [-0.01, -0.30, 0.35], [-0.37, -0.19, 0.23], [0.58, -2.23, 0.12], [-0.25, 1.38, -0.60], [0.87, -0.07, 1.79], [0.11, -0.12, -1.14], [-0.32, -1.27, 0.46], [-0.09, 0.32, 1.33], [0.03, -1.78, -0.17], [-0.14, 1.00, 0.39], [0.07, -1.21, -0.53], [-0.96, 0.92, -0.41], [0.21, 0.50, 0.51], [0.01, 0.08, -0.39], [0.16, 0.02, 0.12], [0.25, -0.43, -0.62], [-0.39, 0.71, 0.34], [-0.21, -0.04, 0.29], [0.15, 0.14, -0.60], [-0.34, 0.22, -0.50], [-0.83, 0.25, -0.31], [0.34, -0.43, -0.24], [0.54, 1.34, -0.36], [-0.33, 0.23, -0.10], [0.52, 0.31, 0.88], [0.08, 0.38, -0.35], [-0.25, 0.13, -0.37], [0.34, -0.30, -0.42], [-1.09, -0.18, -1.09], [-0.01, -0.28, 1.18], [0.89, -2.00, -0.53], [0.14, -0.98, 1.18], [0.08, -0.10, 0.67], [0.37, 0.02, -0.89], [-0.37, 0.24, 1.49], [-0.23, -0.06, 0.50], [-0.01, 0.20, 0.07], [0.10, -0.41, -0.06], [-0.18, 0.31, 0.89], [0.58, 0.36, -0.27], [0.26, 0.55, -0.33], [0.07, -0.24, -0.21], [-0.65, 1.72, 0.41], [-0.30, -0.24, -0.65], [0.49, 0.78, -0.84], [0.49, 0.34, 0.13], [-0.92, -0.07, -0.05], [0.09, 0.34, -0.29], [-0.06, -0.19, -0.20], [-0.03, -0.03, -0.50], [-1.27, -0.05, 0.09], [-0.15, -0.27, -0.34], [0.14, 0.49, 1.19], [-1.55, -1.57, 0.28], [1.78, -1.28, 0.97], [0.31, 0.89, -0.47], [-0.74, 0.87, 0.11], [-0.14, 0.76, 1.09], [1.80, -0.23, 1.20], [0.74, -0.56, -0.61], [0.43, -0.03, -0.14], [-0.03, 0.55, 0.67], [-0.61, 0.01, 0.13], [0.99, 0.54, -1.13], [0.47, 0.34, -0.16], [0.29, 1.01, 0.10], [-0.15, 0.92, -0.35], [-1.22, -1.06, 0.28], [-0.20, 0.38, -0.33], [-0.46, 0.03, -0.29], [0.68, -0.40, -0.76], [-0.97, -0.92, -0.99], [-0.14, -0.19, -0.50], [0.06, 0.00, -0.07]], "energy_ev": -139381.7570, "e_above_lowest_ev": 0.000, "homo_ha": -0.310, "gap_ev": 8.94}